{
  "formula": "C12H37ClN3O9",
  "method": "ωB97M-V/def2-TZVPD",
  "symbols": ["H", "C", "C", "H", "O", "O", "H", "H", "C", "C", "H", "H", "N", "O", "C", "N", "O", "H", "H", "N", "H", "H", "H", "H", "H", "H", "H", "H", "O", "H", "C", "H", "H", "O", "H", "C", "H", "C", "O", "H", "H", "H", "H", "H", "H", "H", "H", "H", "C", "O", "H", "C", "H", "H", "H", "O", "C", "H", "H", "Cl", "C", "H"],
  "coordinates": [[2.76720, -2.15828, -25.90049], [-4.80066, -6.37470, -25.15434], [-5.85858, -7.38578, -28.85067], [-3.81107, -6.20382, -24.70715], [-3.64402, -3.25173, -22.08933], [-1.78167, -3.86373, -28.52873], [0.87674, -3.98518, -25.53717], [-3.65003, -8.14490, -27.57595], [-4.76160, -4.05368, -21.86518], [-3.98512, -7.17271, -27.20838], [-5.45244, -8.30117, -29.28126], [1.54668, -1.57182, -29.39344], [-2.52843, -1.17398, -24.94347], [0.29912, -3.74615, -27.41973], [4.83674, -1.43711, -24.39826], [-3.83962, -6.11937, -29.38386], [-0.67800, -5.85099, -27.88963], [-5.07786, -5.41395, -25.61954], [3.35895, -0.71930, -27.98535], [1.30445, -0.68744, -27.52763], [-6.40985, -6.87500, -29.65164], [5.92386, -1.49366, -24.38453], [-3.11306, -3.63818, -24.02691], [-3.12078, -6.56821, -26.92094], [-3.39748, -0.73891, -25.23733], [0.65493, -0.02532, -27.12106], [-4.55764, -2.57485, -23.82526], [1.73909, -4.88233, -24.66637], [-4.79550, -7.44049, -26.06159], [-1.67200, -1.79508, -23.17080], [2.69224, -0.39767, -27.17966], [2.06984, 1.53112, -26.43402], [-5.69257, -3.48650, -22.01195], [1.80773, -2.35511, -29.89979], [4.52956, -0.68461, -23.66102], [3.07001, -1.10420, -25.90476], [1.16173, -3.01576, -29.62822], [-2.68112, -1.58220, -23.52199], [1.36830, -3.99711, -24.70056], [-3.46254, -0.70544, -21.72519], [0.99641, -1.59584, -27.18939], [2.84620, 1.55878, -28.02586], [-6.61702, -7.62085, -28.10085], [-2.39721, -1.98651, -25.54192], [-2.53430, 0.38296, -22.70652], [-4.38088, -5.64476, -30.10213], [-5.52720, -6.58112, -24.36899], [4.39218, -2.40490, -24.15700], [-4.78589, -6.49478, -28.30377], [4.47315, -1.01418, -25.70237], [-4.17215, -0.00409, -23.23402], [-3.28112, -0.41561, -22.76183], [-3.24450, -5.38565, -28.99868], [3.84102, 1.33428, -26.57803], [-4.70939, -4.45534, -20.85438], [-1.63176, -4.44352, -26.25592], [-3.55589, -2.82172, -23.44677], [2.53917, -0.61953, -25.06538], [-4.79560, -4.92184, -22.54448], [-0.94430, -4.48984, -27.52862], [2.87821, 1.10625, -27.03265], [-5.23971, -5.58146, -27.89237]],
  "forces_ev_per_a": [[-0.035, 0.044, -0.136], [0.121, 0.673, 0.108], [-0.916, 0.041, -0.384], [-0.035, -0.184, 0.006], [0.078, 0.269, -0.037], [0.174, -0.023, -0.017], [-0.012, 0.087, -0.042], [0.152, 0.073, 0.003], [-0.254, -0.507, -0.216], [-0.207, -0.232, 0.211], [0.104, -0.061, 0.119], [-0.064, 0.009, 0.189], [-0.173, -0.040, 0.343], [0.199, -0.001, 0.062], [0.059, 0.447, -0.493], [-0.472, 0.153, 0.484], [0.148, -0.005, 0.024], [-0.060, -0.193, -0.041], [-0.088, -0.294, 0.036], [-0.327, -0.102, -0.215], [0.159, -0.003, -0.005], [0.019, -0.151, 0.057], [-0.135, 0.090, -0.263], [0.058, -0.057, -0.075], [0.035, -0.022, -0.110], [0.161, 0.148, 0.031], [0.008, -0.051, -0.076], [-0.012, -0.050, 0.006], [-0.001, -0.076, -0.092], [-0.076, -0.167, 0.296], [-0.119, 0.300, 0.181], [0.063, 0.046, 0.125], [0.013, -0.054, 0.135], [0.048, 0.024, -0.277], [-0.121, -0.142, 0.087], [0.190, -0.137, 0.553], [0.010, -0.057, 0.117], [-0.239, 0.227, -1.328], [0.081, 0.009, 0.061], [-0.341, -0.016, -0.107], [0.162, -0.110, -0.208], [-0.039, 0.167, 0.081], [0.221, -0.173, 0.116], [0.174, -0.012, 0.053], [-0.134, 0.051, -0.169], [0.068, -0.121, -0.084], [0.017, -0.146, 0.002], [0.014, -0.047, 0.070], [0.679, 0.594, -0.354], [0.005, -0.083, 0.258], [-0.181, -0.193, 0.009], [0.966, 0.148, 0.611], [0.279, -0.181, -0.249], [-0.010, 0.004, 0.031], [-0.044, 0.189, 0.093], [0.058, 0.021, 0.169], [0.346, -0.161, 0.667], [0.035, -0.049, -0.053], [0.064, 0.150, 0.000], [-0.696, 0.118, -0.094], [-0.020, -0.046, -0.429], [-0.158, -0.134, 0.162]],
  "nbo_charge": [0.197, -0.251, -0.612, 0.174, -0.550, -0.873, 0.497, 0.184, -0.240, -0.075, 0.206, 0.488, -0.834, -0.907, -0.245, -0.837, -0.842, 0.161, 0.193, -0.866, 0.193, 0.180, 0.197, 0.202, 0.336, 0.361, 0.152, 0.461, -0.552, 0.201, -0.075, 0.191, 0.155, -0.980, 0.158, -0.076, 0.480, -0.073, -0.969, 0.219, 0.394, 0.208, 0.213, 0.380, 0.213, 0.339, 0.176, 0.178, -0.080, -0.552, 0.193, -0.618, 0.386, 0.218, 0.184, -0.888, -0.079, 0.152, 0.162, 2.545, -0.611, 0.158],
  "orbital_gap_ev": 9.471,
  "max_force_ev_per_a": 1.368,
  "total_charge": -1,
  "homo_ev": -6.66,
  "de_lowest_kj_mol": 0.0
}

{
  "formula": "C12H37HgO7",
  "method": "ωB97M-V/def2-TZVPD",
  "symbols": ["C", "H", "H", "H", "H", "H", "H", "H", "H", "H", "H", "H", "H", "O", "C", "C", "H", "H", "H", "O", "H", "C", "H", "H", "H", "O", "O", "O", "H", "C", "H", "C", "C", "H", "H", "C", "H", "H", "H", "C", "H", "C", "C", "H", "H", "H", "H", "H", "H", "H", "C", "H", "H", "H", "Hg", "O", "O"],
  "coordinates": [[0.04725, -21.08599, -0.22993], [-2.80711, -24.61219, 2.82117], [0.20684, -25.93986, -1.48257], [-0.61422, -19.66717, -1.69276], [-2.86539, -26.25645, 4.61778], [-4.34083, -24.39249, 4.40157], [-1.07522, -23.48287, -0.12739], [-1.49744, -25.33989, 5.27231], [-1.50874, -24.62048, -1.08979], [-5.79691, -23.02567, 2.87130], [-3.83838, -28.02870, 1.91382], [-3.13727, -23.22477, 4.83724], [1.28227, -25.77806, -3.78534], [-3.08143, -23.96698, -4.07485], [-2.13789, -27.35109, 0.73185], [-2.75368, -28.14432, 1.86074], [-2.85857, -20.87693, -2.84901], [-2.90952, -24.16816, 1.09638], [-1.74585, -22.44605, -4.24229], [-1.20080, -21.23961, 0.40908], [-3.73371, -24.39740, 6.07381], [-4.26037, -22.80593, 1.34076], [-6.38125, -23.40031, 1.26602], [-0.30002, -26.56269, -3.82655], [0.19581, -21.82400, -1.03288], [-0.70213, -27.19215, 0.97294], [-1.41297, -24.85198, -2.03294], [-3.79870, -24.15400, 1.51083], [-3.43296, -22.11441, -4.86261], [-3.16050, -21.92594, -2.75091], [0.54660, -24.23291, -1.99731], [-2.38791, -25.27351, 4.65228], [-2.82584, -22.57808, -4.08722], [-2.54037, -26.34023, 0.69851], [-0.27659, -18.92822, -0.15349], [-0.02022, -25.14679, -2.20441], [-6.11231, -21.74520, 1.66372], [1.06685, -19.46262, -1.24571], [-4.24052, -22.66654, 0.25678], [0.07734, -19.68620, -0.84901], [-2.56977, -22.24816, -1.89358], [0.21497, -25.62238, -3.62364], [-3.46035, -24.24771, 5.03034], [-3.66131, -22.06745, 1.87811], [-0.14930, -24.94741, -4.39861], [-2.29909, -27.79939, -0.24790], [-2.63575, -29.22387, 1.76040], [-0.32090, -28.07270, 0.85185], [-1.30381, -22.16682, 0.68166], [-2.35999, -27.76389, 2.80395], [-5.70770, -22.74613, 1.82072], [-2.48683, -24.36352, -3.41368], [0.91159, -21.23482, 0.43002], [-4.22751, -21.99851, -2.54306], [-0.11460, -25.24248, 2.03765], [-1.26363, -24.03818, 0.64012], [-2.00711, -24.96909, 3.28355]],
  "forces_ev_per_a": [[0.492, 0.635, -0.586], [-0.187, 0.178, -0.623], [0.482, 0.078, -0.070], [-0.026, 0.002, -0.009], [0.192, -0.081, 0.244], [-0.023, -0.227, 0.116], [0.882, -0.089, 0.152], [-0.027, 0.385, 0.021], [-0.443, -0.605, -0.719], [0.076, 0.191, 0.054], [0.020, 0.333, -0.226], [0.238, -0.003, 0.339], [-0.007, -0.017, -0.025], [-0.209, -0.337, -0.165], [-0.660, 0.246, 0.316], [-0.515, -0.075, 0.029], [-0.435, 0.155, 0.071], [-0.307, 0.043, -0.265], [-0.151, 0.389, -0.497], [-0.170, -0.507, 0.254], [-0.109, 0.235, -0.009], [-1.433, -0.431, -0.447], [0.321, -0.208, -0.142], [0.045, -0.079, 0.241], [-0.211, -0.037, -0.109], [0.017, -0.435, -0.412], [0.191, 0.074, 0.524], [0.831, -0.290, 0.762], [0.242, -0.112, -0.176], [0.170, 0.877, -0.399], [0.260, -0.167, 0.052], [-1.162, -0.006, -0.550], [0.539, -0.539, 1.217], [0.045, -0.042, -0.032], [0.303, -0.031, 0.189], [-0.614, -0.010, -0.418], [0.146, 0.088, 0.250], [0.029, 0.154, 0.192], [0.124, 0.677, 0.125], [-0.253, -0.622, -0.334], [-0.023, -0.561, -0.065], [0.080, -0.300, -0.143], [0.458, -0.309, 0.101], [0.238, -0.136, -0.136], [0.037, 0.358, 0.295], [0.244, 0.001, -0.014], [0.503, 0.050, 0.116], [0.422, 0.229, 0.225], [-0.025, 0.804, 0.378], [0.045, -0.274, 0.087], [-0.052, 0.124, -0.176], [-0.327, 0.181, -0.197], [-0.220, 0.134, 0.379], [0.038, 0.047, 0.147], [-1.327, 0.575, -0.923], [0.190, -0.431, 0.547], [1.016, -0.285, 0.449]],
  "nbo_charge": [-0.064, 0.540, 0.150, 0.213, 0.180, 0.225, 0.482, 0.190, 0.478, 0.202, 0.251, 0.225, 0.220, -0.747, -0.080, -0.656, 0.209, 0.498, 0.144, -0.730, 0.244, -0.077, 0.221, 0.219, 0.138, -0.822, -0.759, -0.778, 0.186, -0.631, 0.161, -0.059, -0.058, 0.203, 0.225, -0.063, 0.228, 0.216, 0.188, -0.622, 0.181, -0.638, -0.648, 0.177, 0.234, 0.213, 0.229, 0.518, 0.467, 0.206, -0.627, 0.487, 0.150, 0.210, 1.670, -1.245, -0.874],
  "orbital_gap_ev": 4.240,
  "max_force_ev_per_a": 1.715,
  "total_charge": 1,
  "homo_ev": -11.40,
  "de_lowest_kj_mol": 110.7
}

{
  "formula": "C12H37NO7",
  "method": "ωB97M-V/def2-TZVPD",
  "symbols": ["H", "C", "C", "H", "H", "C", "H", "H", "H", "O", "C", "H", "C", "O", "H", "N", "O", "C", "C", "H", "H", "C", "H", "O", "H", "H", "H", "H", "H", "H", "C", "H", "H", "H", "H", "H", "H", "C", "H", "H", "H", "H", "C", "H", "H", "C", "H", "H", "H", "H", "H", "H", "H", "O", "O", "H", "O"],
  "coordinates": [[1.86382, 1.34049, 0.15745], [3.08911, 0.42134, 1.69303], [1.75984, -2.34234, 2.97621], [4.11333, 1.93265, 2.86813], [1.99372, -2.49229, 4.02691], [1.17792, -0.95164, 2.68918], [0.60877, -0.67792, 4.74348], [2.64459, -2.55313, 2.37342], [2.32213, 0.67178, 4.56820], [-1.26250, -1.40181, -1.75695], [4.28644, -0.54927, 1.65874], [-0.32992, -0.14384, 1.35026], [-1.21054, 2.31316, -1.18338], [-4.68751, -3.77970, -2.22983], [-0.10672, -1.82339, 1.24318], [2.14145, 0.14748, 2.76390], [-3.11300, 2.29876, 0.31719], [0.11695, -0.69331, 3.76725], [1.39621, -0.76806, 0.15751], [3.13552, 0.28963, -0.43842], [1.93976, -1.71825, 0.05959], [3.62352, 1.83591, 1.89812], [-4.43938, -2.88886, -1.95864], [-4.39655, -1.00614, -1.61863], [4.69372, -0.69183, 2.65883], [-4.32662, -0.35054, -0.91666], [-1.09276, -0.13109, -6.54211], [-0.72208, -1.24294, -2.53865], [1.04558, -3.11236, 2.67043], [-5.34397, -1.12416, -1.74415], [-3.53636, 2.85443, -2.02652], [5.06011, -0.20573, 0.97215], [-0.67471, 2.09546, -0.26167], [-3.57071, 2.26610, -2.95497], [-3.10478, 3.82004, -2.27623], [2.79850, 2.55147, 1.89478], [1.41824, -0.69255, -3.87251], [0.46746, -0.89380, 1.34053], [-0.40751, 0.24773, 3.60801], [0.53922, 0.24216, -3.03945], [-2.88336, 0.99248, -1.24476], [-4.57785, 2.89466, -1.71304], [2.37513, 0.39152, 0.34433], [-0.94223, -0.41406, -5.05230], [0.86835, -0.68286, -0.79107], [-2.69577, 2.03898, -1.03185], [-0.77405, 1.64824, -1.93906], [-0.59016, -1.52246, 3.81150], [-4.68007, -3.76096, -3.18996], [-2.95237, 3.22871, 0.50471], [-1.02033, 3.32207, -1.55260], [4.34832, 2.08976, 1.12467], [-2.17007, -1.39388, -2.07884], [-1.59959, -0.22412, -5.73207], [2.85790, 0.11922, 3.99197], [3.97950, -1.53386, 1.29556], [0.54638, -0.28708, -3.84488]],
  "forces_ev_per_a": [[-0.087, -0.004, 0.182], [0.653, -0.037, -0.290], [0.172, -0.411, -0.712], [0.097, -0.102, -0.075], [0.119, 0.123, 0.029], [-0.305, -0.107, 0.483], [-0.125, 0.085, 0.024], [0.061, 0.106, 0.212], [0.092, 0.130, 0.037], [-0.021, 0.140, 0.058], [-0.307, -0.505, -0.001], [0.396, 0.407, -0.032], [0.389, -0.469, -0.634], [-0.159, -0.111, -0.026], [0.121, 0.017, 0.008], [-0.537, 0.653, -0.115], [-0.048, -0.386, -0.154], [0.332, -0.166, 0.337], [0.600, -0.241, 0.177], [0.096, 0.263, 0.111], [0.155, 0.147, 0.097], [0.008, 0.181, 0.419], [0.226, -0.040, 0.084], [-0.095, 0.119, -0.025], [0.128, 0.121, -0.053], [0.074, -0.053, 0.140], [0.010, 0.019, -0.038], [-0.041, -0.176, -0.145], [-0.153, 0.108, 0.216], [-0.079, 0.065, -0.072], [0.110, -1.272, -0.610], [0.041, 0.196, 0.122], [-0.037, 0.175, 0.105], [0.142, 0.302, -0.052], [-0.176, 0.218, 0.261], [0.020, -0.006, -0.152], [0.047, -0.065, -0.031], [-0.826, -0.569, -0.305], [-0.019, -0.003, -0.050], [0.068, 0.178, -0.025], [0.005, -0.185, 0.419], [0.056, 0.350, 0.232], [-0.249, -0.379, -0.657], [0.108, 0.109, -0.048], [-0.270, 0.179, 0.132], [-0.229, 1.055, 0.053], [-0.165, 0.042, -0.002], [-0.118, 0.066, -0.167], [0.040, -0.027, -0.056], [0.002, 0.038, -0.012], [0.058, 0.129, 0.365], [-0.063, 0.044, -0.077], [-0.143, -0.064, 0.026], [-0.213, -0.073, -0.019], [-0.043, -0.329, 0.084], [0.018, 0.076, 0.000], [0.066, -0.063, 0.220]],
  "nbo_charge": [0.201, 0.107, -0.638, 0.221, 0.220, 0.108, 0.202, 0.209, 0.471, -0.964, -0.638, 0.211, -0.631, -0.954, 0.221, -0.194, -0.726, -0.604, -0.401, 0.204, 0.195, -0.602, 0.480, -0.968, 0.230, 0.492, 0.464, 0.474, 0.210, 0.487, -0.643, 0.207, 0.228, 0.222, 0.205, 0.208, 0.491, -0.401, 0.213, 0.489, 0.170, 0.221, -0.393, 0.485, 0.210, 0.089, 0.196, 0.213, 0.464, 0.462, 0.204, 0.204, 0.484, -0.958, -0.597, 0.199, -0.962],
  "orbital_gap_ev": 8.528,
  "max_force_ev_per_a": 1.415,
  "homo_ev": -8.35,
  "de_lowest_kj_mol": 18.7
}